(1)
A molecular structure, C7H12B11Br6ClO4Ti in a non-equilibrium geometry, computed with the ωB97M-V functional and the def2-TZVPD basis.

Results
Relative energy (zero: lowest compared OMol25 entry of this formula, charge and spin): 4.448 eV
Orbital gap (spin up / spin down): 7.773 / 5.213 eV
2S+1: 3
Calculated total energy: -17601.18626 Ha
Charge: +2

XYZ file:
```
42
C7H12B11Br6ClO4Ti the ωB97M-V functional and the def2-TZVPD basis
Br 0.04 1.25 -0.71
Br 3.24 1.21 -2.51
Br -1.53 -0.47 1.66
Br 3.40 -3.14 2.75
Br 5.84 -1.37 -0.05
Br 2.82 0.61 1.76
Ti -2.27 1.54 0.56
Cl -3.44 0.56 -1.35
O -2.41 -0.40 -1.44
O -4.44 0.43 -2.28
O -2.78 1.85 -1.38
O -3.90 0.55 0.03
C -2.29 2.42 2.83
C -1.56 3.75 0.92
C -3.62 2.51 2.38
C -2.90 3.93 0.54
C -1.25 2.99 2.07
C -3.92 3.27 1.24
C 1.80 -2.78 -1.32
B 3.23 -1.97 -1.92
B 2.88 -2.73 0.98
B 0.96 -0.49 -1.06
B 2.54 -0.39 -1.85
B 3.97 -1.73 -0.26
B 1.31 -1.65 -2.38
B 1.51 -3.47 0.12
B 3.21 -3.38 -0.63
B 1.31 -1.75 0.23
B 0.25 -2.09 -1.03
B 2.71 -0.89 0.63
H 1.03 -1.76 -3.50
H 2.12 -1.90 -0.70
H 3.80 -2.38 -2.85
H -0.79 -2.59 -1.16
H 3.74 -4.36 -0.96
H -3.14 4.60 -0.27
H 0.95 -4.45 0.36
H -0.23 2.96 2.45
H -4.95 3.42 0.95
H -4.42 2.08 2.97
H -0.77 4.29 0.41
H -2.07 1.94 3.78
```



(2)
A molecular structure, C7H12B3Cl2N3O3 in a non-equilibrium geometry, computed with the ωB97M-V functional and the def2-TZVPD basis.

Results
Relative energy (zero: lowest compared OMol25 entry of this formula, charge and spin): 3.997 eV
Orbital gap: 9.185 eV
Calculated total energy: -1659.07760 Ha

XYZ file:
```
30
C7H12B3Cl2N3O3 the ωB97M-V functional and the def2-TZVPD basis
Cl 1.30 -3.06 0.71
Cl 3.38 -3.38 -1.98
O -1.84 0.00 1.79
O -3.76 1.72 1.61
O -1.41 2.43 1.67
N -2.90 3.61 0.01
N -4.25 -0.63 2.34
N 0.82 2.02 -0.24
C 0.62 -0.45 -2.22
C 1.69 1.94 -1.35
C 3.08 -3.01 0.72
C -0.31 -0.32 -0.96
C 1.59 0.76 -2.34
C -0.09 0.94 -0.09
C 3.64 -2.38 -0.53
B -1.12 1.08 1.18
B -2.76 2.61 1.10
B -3.25 0.40 1.88
H -4.43 -1.34 1.61
H -3.96 -1.07 3.23
H -3.02 3.05 -0.86
H -1.11 -1.09 -0.69
H 4.72 -2.25 -0.43
H 2.31 0.78 -3.24
H 3.38 -2.43 1.60
H 0.54 -1.30 -2.97
H 2.43 2.78 -1.54
H -1.95 4.02 -0.12
H 3.20 -1.39 -0.72
H 3.44 -4.03 0.85
```



(3)
A molecular structure, C7H12BrN6O5Re in a non-equilibrium geometry, computed with the ωB97M-V functional and the def2-TZVPD basis.

Results
Relative energy (zero: lowest compared OMol25 entry of this formula, charge and spin): 0.167 eV
Orbital gap (spin up / spin down): 6.756 / 6.912 eV
2S+1: 2
Calculated total energy: -3630.73012 Ha
Charge: +1

XYZ file:
```
32
C7H12BrN6O5Re the ωB97M-V functional and the def2-TZVPD basis
Re 1.03 0.99 0.32
Br 2.18 3.03 -0.24
O -0.18 1.43 1.76
O 2.64 0.29 1.21
O 3.67 -1.64 1.72
O 1.80 -0.36 -1.30
O -1.69 0.73 3.27
N -1.80 1.28 -0.81
N -1.64 2.48 -2.66
N -2.41 1.84 -1.80
N -3.75 1.72 -1.99
N 0.30 -0.98 0.93
N -0.52 1.58 -1.00
C 0.20 -1.81 -0.29
C 2.68 -0.98 1.61
C -1.02 -0.80 1.57
C -1.01 0.52 2.32
C -0.44 2.31 -2.12
C 1.50 -1.77 -1.04
C 1.28 -1.52 1.92
H -1.27 -1.63 2.24
H -0.05 -2.85 -0.06
H -4.08 2.40 -2.66
H 2.31 -2.23 -0.49
H 2.74 -0.27 -1.52
H 1.02 -1.14 2.91
H 1.38 -2.28 -1.99
H -0.59 -1.39 -0.91
H -4.26 1.65 -1.12
H 1.28 -2.61 1.94
H -1.79 -0.71 0.81
H 0.47 2.71 -2.53
```



(4)
2 unconnected molecules or ions with the total composition C7H12Cl2N2O3 in a non-equilibrium geometry, computed with the ωB97M-V functional and the def2-TZVPD basis.

Results
Orbital gap: 7.540 eV
Calculated total energy: -1529.29689 Ha

XYZ file:
```
26
C7H12Cl2N2O3 the ωB97M-V functional and the def2-TZVPD basis
Cl 0.18 2.42 1.78
Cl -2.09 1.68 3.76
O 3.08 2.51 -3.42
O 1.90 3.21 -1.76
O 1.10 1.72 -3.10
N 2.03 2.48 -2.77
N 0.97 0.41 -0.26
C -0.77 0.89 1.39
C 1.35 -0.56 -1.35
C -0.47 0.03 0.10
C 0.99 -1.99 -0.68
C -0.31 -1.57 0.22
C -1.80 0.58 2.32
C -2.76 -0.67 2.15
H -1.22 -2.09 -0.25
H 1.50 0.02 0.54
H -2.36 -1.50 2.83
H 1.15 1.38 -0.57
H -2.87 -1.02 1.08
H -0.17 -1.72 1.34
H -3.76 -0.36 2.62
H -1.02 0.42 -0.82
H 0.58 -2.78 -1.39
H 0.64 -0.49 -2.24
H 1.72 -2.35 0.13
H 2.44 -0.63 -1.64
```



(5)
A molecular structure, C7H12Cl2N3 in a non-equilibrium geometry, computed with the ωB97M-V functional and the def2-TZVPD basis.

Results
Relative energy (zero: lowest compared OMol25 entry of this formula, charge and spin): 1.258 eV
Orbital gap: 9.302 eV
Calculated total energy: -1358.22006 Ha
Charge: +1

XYZ file:
```
24
C7H12Cl2N3 the ωB97M-V functional and the def2-TZVPD basis
Cl 3.14 0.91 -1.25
Cl 2.62 0.59 1.61
N 0.75 -1.64 -0.01
N 2.92 -1.49 0.19
N 1.01 -0.35 -0.42
C 2.40 -0.12 -0.09
C -0.95 0.84 1.19
C -0.98 1.24 -1.21
C -0.16 1.16 -0.02
C -2.14 0.00 0.59
C -2.25 0.59 -0.81
C 1.84 -2.32 0.24
H -1.31 2.24 -1.55
H -2.80 -0.03 -1.56
H 1.96 -3.41 0.46
H -1.41 1.92 1.48
H 3.85 -1.73 0.27
H -3.07 1.28 -0.79
H -1.75 -1.04 0.53
H -3.06 0.21 1.21
H -0.16 -1.98 -0.31
H -0.54 0.66 -1.91
H 0.57 1.94 0.04
H -0.48 0.50 2.10
```



(6)
2 unconnected molecules or ions with the total composition C7H12ClN2 in a non-equilibrium geometry, computed with the ωB97M-V functional and the def2-TZVPD basis.

Results
Relative energy (zero: lowest compared OMol25 entry of this formula, charge and spin): 7.083 eV
Orbital gap (spin up / spin down): 6.908 / 8.648 eV
Calculated total energy: -843.09744 Ha
Charge: +1

XYZ file:
```
22
C7H12ClN2 the ωB97M-V functional and the def2-TZVPD basis
Cl -1.98 2.53 -0.90
N 2.37 1.19 -0.43
N -1.97 -1.35 -0.13
C -3.35 -1.39 0.10
C 3.15 0.51 0.57
C -1.19 -2.54 0.19
C -1.15 1.15 -0.57
C -1.31 -0.29 -0.43
C -0.03 0.35 -0.42
C 2.33 2.55 -0.39
H 1.55 2.98 -1.03
H -0.97 -2.61 1.29
H 3.07 -0.55 0.62
H -3.48 -1.83 1.06
H 4.12 0.70 0.29
H 3.02 1.13 1.46
H 3.39 2.64 -0.83
H -1.67 -3.47 -0.17
H -3.91 -1.73 -0.74
H -3.86 -0.36 0.26
H -0.24 -2.57 -0.29
H 2.11 2.96 0.50
```



Repeat the second record exactly.
A molecular structure, C7H12B3Cl2N3O3 in a non-equilibrium geometry, computed with the ωB97M-V functional and the def2-TZVPD basis.

Results
Relative energy (zero: lowest compared OMol25 entry of this formula, charge and spin): 3.997 eV
Orbital gap: 9.185 eV
Calculated total energy: -1659.07760 Ha

XYZ file:
```
30
C7H12B3Cl2N3O3 the ωB97M-V functional and the def2-TZVPD basis
Cl 1.30 -3.06 0.71
Cl 3.38 -3.38 -1.98
O -1.84 0.00 1.79
O -3.76 1.72 1.61
O -1.41 2.43 1.67
N -2.90 3.61 0.01
N -4.25 -0.63 2.34
N 0.82 2.02 -0.24
C 0.62 -0.45 -2.22
C 1.69 1.94 -1.35
C 3.08 -3.01 0.72
C -0.31 -0.32 -0.96
C 1.59 0.76 -2.34
C -0.09 0.94 -0.09
C 3.64 -2.38 -0.53
B -1.12 1.08 1.18
B -2.76 2.61 1.10
B -3.25 0.40 1.88
H -4.43 -1.34 1.61
H -3.96 -1.07 3.23
H -3.02 3.05 -0.86
H -1.11 -1.09 -0.69
H 4.72 -2.25 -0.43
H 2.31 0.78 -3.24
H 3.38 -2.43 1.60
H 0.54 -1.30 -2.97
H 2.43 2.78 -1.54
H -1.95 4.02 -0.12
H 3.20 -1.39 -0.72
H 3.44 -4.03 0.85
```